{"formula": "C3H3N3O2", "method": "ωB97M-V/def2-TZVPD", "symbols": ["C", "C", "C", "H", "H", "H", "N", "N", "N", "O", "O"], "coordinates": [[0.61423, -0.52620, -0.04013], [-0.92711, 1.09866, -0.00030], [-1.94693, -0.00494, -0.05768], [3.71474, -0.08202, 0.60057], [-1.11668, 2.08057, 0.08530], [-2.96746, 0.22264, -0.13298], [1.75508, -1.07322, -0.28668], [0.33449, 0.82086, -0.16187], [-1.73639, -1.15363, -0.10650], [2.63408, 0.11629, -0.02203], [-0.35806, -1.49900, 0.12230]], "homo_energy_ev": -9.12}

{"formula": "C2H7O2", "method": "ωB97M-V/def2-TZVPD", "symbols": ["O", "H", "H", "H", "O", "C", "C", "H", "H", "H", "H"], "coordinates": [[0.08298, 1.95612, 1.66772], [0.24848, 1.07586, 0.26845], [0.86563, 2.21758, 2.12407], [-0.71879, 2.06684, 2.25754], [0.59496, 0.65746, -0.89997], [0.42102, -0.53426, -1.32405], [-0.49531, -1.49913, -0.54773], [1.02336, -0.83778, -2.20330], [-0.77587, -1.05042, 0.38454], [-1.35286, -1.64096, -1.26713], [0.10641, -2.41131, -0.46015]], "s2": 0.76, "charge": 2, "homo_energy_ev": [-23.58, -22.53], "multiplicity": 2}

{"formula": "C24H48N4O11P2", "method": "ωB97M-V/def2-TZVPD", "symbols": ["C", "P", "O", "C", "C", "N", "C", "C", "N", "C", "C", "O", "C", "N", "P", "N", "O", "H", "H", "H", "H", "H", "H", "H", "H", "H", "H", "H", "H", "H", "H", "H", "H", "C", "C", "O", "C", "C", "O", "H", "H", "H", "H", "H", "H", "H", "H", "C", "C", "O", "C", "C", "O", "H", "H", "H", "H", "H", "H", "H", "H", "C", "C", "O", "C", "C", "O", "H", "H", "H", "H", "H", "H", "H", "H", "C", "C", "O", "C", "C", "O", "H", "H", "H", "H", "H", "H", "H", "H"], "coordinates": [[6.80160, 0.79651, 1.13305], [6.02428, 1.58990, -0.33640], [5.39322, 0.30374, -1.16095], [4.44167, 2.38605, 0.30420], [4.09734, 3.43243, -0.65932], [3.70439, 4.30342, -1.29644], [3.12980, 1.57588, 0.60598], [2.51684, 1.15716, -0.65470], [2.04006, 0.82241, -1.64362], [2.14581, 2.51347, 1.37584], [0.68326, 2.39632, 0.98252], [0.00670, 3.39742, 1.75360], [0.02597, 1.04580, 1.22381], [-1.19975, 0.99625, 0.39806], [3.56939, 0.02582, 1.61270], [2.53586, -0.00091, 2.98188], [2.96082, -1.19321, 0.68978], [6.46886, -0.23876, 1.18021], [6.52976, 1.28615, 2.06643], [7.88087, 0.81868, 0.98287], [6.04281, 0.05577, -1.82880], [4.75493, 2.86480, 1.23668], [2.24900, 2.38013, 2.45364], [2.42141, 3.55125, 1.18026], [0.55894, 2.67894, -0.06877], [-0.93534, 3.20668, 1.65509], [-0.27730, 1.02858, 2.27161], [0.68789, 0.20210, 1.02007], [-0.91635, 1.10604, -0.57322], [-1.58163, 0.05808, 0.44969], [2.73749, 0.75512, 3.63439], [2.70390, -0.85539, 3.50373], [2.88168, -1.97674, 1.24801], [0.26087, 2.25841, -4.29889], [-0.55416, 0.99686, -4.47811], [-1.38317, 0.72272, -3.33769], [-2.61129, 1.25029, -3.17287], [-3.07409, 2.35994, -4.08216], [-3.27545, 0.85123, -2.25172], [-0.37649, 3.13941, -4.20897], [0.92456, 2.40212, -5.15211], [0.86452, 2.18422, -3.39600], [-1.15611, 1.01138, -5.38828], [0.10969, 0.13575, -4.54660], [-2.83092, 3.31234, -3.61137], [-4.15381, 2.28472, -4.18102], [-2.63726, 2.33188, -5.07644], [-4.44407, -4.67370, -3.64377], [-3.56196, -4.73868, -4.87163], [-3.81345, -3.64505, -5.76659], [-3.27216, -2.42634, -5.58790], [-2.57865, -2.09824, -4.28850], [-3.41977, -1.59718, -6.44762], [-4.22421, -3.77509, -3.06770], [-4.29354, -5.53704, -2.99860], [-5.49590, -4.63668, -3.92058], [-2.50254, -4.78348, -4.61263], [-3.78257, -5.62758, -5.46064], [-3.30159, -1.64669, -3.60922], [-1.80313, -1.37215, -4.50000], [-2.11303, -2.94776, -3.79568], [5.35190, -0.02038, 8.14600], [5.44146, 0.03101, 6.63582], [4.36709, 0.78323, 6.05608], [4.39793, 2.12242, 5.91420], [5.46244, 2.92328, 6.62458], [3.53336, 2.65527, 5.26995], [5.44854, 0.97025, 8.58977], [6.14305, -0.65372, 8.54771], [4.38896, -0.42923, 8.45121], [6.40359, 0.41145, 6.29080], [5.32759, -0.96900, 6.22068], [5.06359, 3.24949, 7.58466], [5.67856, 3.80199, 6.02269], [6.39254, 2.38655, 6.79081], [-6.66828, -0.81320, -0.77812], [-7.67772, -1.90560, -1.06334], [-7.05109, -3.10638, -1.53060], [-6.55096, -4.04746, -0.70667], [-6.44062, -3.76398, 0.77304], [-6.13691, -5.06495, -1.19260], [-5.98793, -1.09239, 0.02665], [-7.17923, 0.10567, -0.48950], [-6.06612, -0.61227, -1.66398], [-8.31497, -2.11550, -0.20320], [-8.33428, -1.60694, -1.87884], [-5.44849, -3.35878, 0.97046], [-6.54227, -4.70724, 1.30328], [-7.18560, -3.07208, 1.15593]], "smiles": "CP(O)[C@@H](C#N)[C@](C#N)(C[C@H](O)CN)P(N)O.CCOC(C)=O.CCOC(C)=O.CCOC(C)=O.CCOC(C)=O", "homo_energy_ev": -8.31}

{"formula": "C16H15NO4PbSe", "method": "ωB97M-V/def2-TZVPD", "symbols": ["Pb", "O", "C", "O", "C", "C", "C", "C", "C", "N", "C", "O", "O", "H", "H", "H", "H", "C", "C", "C", "C", "C", "C", "Se", "C", "C", "C", "H", "H", "H", "H", "H", "H", "H", "H", "H", "H", "H"], "coordinates": [[-1.69188, -0.35615, -1.92921], [0.44681, 3.24743, -4.06294], [-0.11311, 2.09323, -3.71570], [-1.24189, 1.99505, -3.29742], [0.79386, 0.91884, -3.84975], [1.97590, 0.95689, -4.55699], [2.71967, -0.21616, -4.65423], [2.26641, -1.35522, -4.02320], [1.06889, -1.30301, -3.31682], [0.35050, -0.19252, -3.25580], [0.54994, -2.53036, -2.55530], [1.20804, -3.54969, -2.66150], [-0.52481, -2.33869, -1.88331], [-0.19125, 3.95445, -3.88980], [2.30036, 1.87933, -5.01612], [3.64276, -0.22857, -5.21927], [2.79971, -2.29533, -4.04046], [-1.08579, -0.87534, 5.73600], [-0.93904, -0.45179, 4.29642], [-2.04102, -0.10512, 3.52939], [-1.91514, 0.31712, 2.20916], [-3.15864, 0.66008, 1.43402], [-0.63621, 0.39331, 1.64262], [-0.38291, 1.14320, -0.12005], [0.49262, 0.01480, 2.38407], [1.88885, 0.04064, 1.81920], [0.31355, -0.39440, 3.70206], [-2.13482, -0.98820, 6.00935], [-0.64160, -0.13272, 6.40157], [-0.57995, -1.82511, 5.91774], [-3.03266, -0.16646, 3.96726], [-4.03852, 0.61511, 2.07551], [-3.31282, -0.05071, 0.61829], [-3.08925, 1.65492, 0.99208], [1.89117, -0.20546, 0.75990], [2.52470, -0.66945, 2.34910], [2.33186, 1.03509, 1.92428], [1.18573, -0.68903, 4.27984]], "homo_energy_ev": -7.70}

{"formula": "C3HN3O", "method": "ωB97M-V/def2-TZVPD", "symbols": ["N", "C", "C", "C", "N", "N", "O", "H"], "coordinates": [[-1.48129, 2.59914, 0.03030], [-1.46752, 1.46939, -0.20226], [-1.42806, 0.02795, -0.38447], [-2.64569, -0.59144, 0.06560], [-3.53354, -1.25463, 0.38136], [0.10819, -0.84676, -0.04047], [-0.55440, -0.51177, -1.32119], [0.96038, -0.19515, 0.23875]], "smiles": "N#CC1(C#N)NO1", "homo_energy_ev": [-11.29, -11.28]}

{"formula": "C5H8O", "method": "ωB97M-V/def2-TZVPD", "symbols": ["C", "C", "C", "C", "C", "O", "H", "H", "H", "H", "H", "H", "H", "H"], "coordinates": [[2.30806, -0.24590, -1.23838], [0.98787, -0.29236, -1.28522], [0.16236, 0.56225, -0.41600], [-0.74477, 0.15495, 0.47655], [-1.67671, 1.00977, 1.23413], [-0.72805, -1.15081, 0.97242], [2.97750, -0.99725, -1.63484], [2.84742, 0.48133, -0.63676], [0.41811, -0.94493, -1.94097], [0.12498, 1.63922, -0.58809], [-2.11121, 1.71072, 0.50347], [-1.20128, 1.61214, 2.01142], [-2.52856, 0.54360, 1.70498], [-0.89108, -1.83722, 0.29580]], "smiles": "C=C/C=C(/C)O", "homo_energy_ev": -8.66}

Number 1: DFT total energy -430.61644 a.u.. Number 2: DFT total energy -229.92097 a.u.. Number 3: DFT total energy -2672.67004 a.u.. Number 4: DFT total energy -3568.79774 a.u.. Number 5: DFT total energy -354.23569 a.u.. Number 6: DFT total energy -270.48893 a.u..